# 1
{
  "formula": "CH2Cl2S",
  "method": "ωB97M-V with the def2-TZVPD basis set",
  "lumo_ev": -1.55,
  "relative_energy_kj_mol": 417.3,
  "elements": ["C", "H", "H", "S", "Cl", "Cl"],
  "coordinates": [[0.5754, 0.3690, -0.0100], [0.5696, 0.4650, 1.0769], [-0.0628, 1.0701, -0.5501], [1.4654, -0.7327, -0.7652], [-1.6744, 0.3273, 0.0779], [-0.8732, -1.4987, 0.1704]],
  "atomic_forces_ev_per_a": [[3.9, 2.4, -0.8], [0.1, 0.1, -0.2], [2.5, 0.5, -0.1], [1.6, 0.8, -0.6], [-4.3, -1.7, 0.7], [-3.8, -2.1, 1.0]],
  "nbo_charge": [-0.532, 0.192, 0.199, 0.029, 0.060, 0.053]
}


# 2
{
  "formula": "C4H6ClNOS",
  "method": "ωB97M-V with the def2-TZVPD basis set",
  "lumo_ev": 0.52,
  "smiles": "CN(S)C=O.C#CCl",
  "relative_energy_kj_mol": 401.6,
  "elements": ["C", "N", "S", "C", "O", "H", "H", "H", "H", "H", "C", "C", "Cl", "H"],
  "coordinates": [[1.6255, 0.4984, 0.0179], [0.3883, 1.0402, -0.5877], [0.3124, 0.5443, -2.3434], [-0.7274, 1.2951, 0.1124], [-1.8333, 1.4449, -0.3331], [1.3832, -0.2195, 0.8302], [2.1252, -0.0823, -0.7786], [2.2622, 1.3954, 0.4346], [-0.8077, 1.2233, -2.6016], [-0.3332, 1.3153, 1.2692], [-0.4543, -2.5124, 0.9138], [-1.4025, -1.7891, 0.8811], [-2.9108, -1.1115, 0.9296], [0.3722, -3.0419, 1.2556]],
  "atomic_forces_ev_per_a": [[0.3, 1.3, 0.8], [1.0, -1.2, -2.2], [-0.2, 0.6, 1.6], [1.4, -0.4, 2.2], [-0.2, 0.4, 0.2], [0.1, 0.6, -0.4], [0.2, 0.6, 0.6], [-0.9, -2.0, -0.9], [-0.2, 0.1, 0.0], [-1.5, 0.2, -2.0], [0.0, 0.5, 0.3], [-1.5, 0.1, 0.0], [0.5, -0.1, -0.1], [1.0, -0.6, -0.1]],
  "nbo_charge": [-0.430, -0.541, 0.125, 0.540, -0.604, 0.216, 0.222, 0.215, 0.152, 0.104, -0.267, -0.109, 0.143, 0.235]
}


# 3
{
  "formula": "C4H9NOS",
  "method": "ωB97M-V with the def2-TZVPD basis set",
  "lumo_ev": 0.83,
  "relative_energy_kj_mol": 381.3,
  "elements": ["C", "C", "C", "C", "N", "O", "S", "H", "H", "H", "H", "H", "H", "H", "H", "H"],
  "coordinates": [[0.0139, 2.9042, 0.9289], [0.1662, -1.0487, -2.5834], [-0.0636, 1.9339, 1.7878], [-0.5871, -1.8192, 0.4766], [-0.1951, -0.5107, -1.5356], [1.9159, -1.3766, -0.3235], [0.6564, -0.7040, -0.1261], [0.3585, 3.8488, 1.3462], [0.0035, 2.6800, -0.1615], [1.0475, -1.5798, -2.6301], [-0.4802, -1.1229, -3.4837], [0.1175, 2.1885, 2.8610], [-0.3711, 0.8979, 1.5272], [-0.7026, -2.7777, -0.0654], [-0.3228, -2.0712, 1.5335], [-1.5569, -1.4426, 0.4482]],
  "atomic_forces_ev_per_a": [[1.1, 0.5, -1.5], [-1.2, -0.5, -2.1], [-0.8, -1.5, 2.2], [1.0, -2.4, 1.3], [-2.0, 1.1, 0.8], [1.3, -1.3, -0.3], [-0.6, 1.4, 0.4], [-0.2, 0.2, -0.7], [-0.3, 0.7, 0.9], [2.3, -1.2, -0.2], [0.3, 0.7, 0.6], [-0.3, -0.6, -0.9], [0.4, 1.1, 0.4], [0.8, 0.4, -0.1], [-0.1, 0.3, -0.8], [-1.5, 1.4, 0.1]],
  "nbo_charge": [-0.407, -0.020, -0.379, -0.865, -0.648, -0.968, 1.455, 0.199, 0.202, 0.167, 0.174, 0.190, 0.180, 0.240, 0.235, 0.246]
}


# 4
{
  "formula": "C23H20N2O7",
  "method": "ωB97M-V with the def2-TZVPD basis set",
  "lumo_ev": -1.44,
  "smiles": "C[C@@H](O)Cc1ccc2c(c1N)C(=O)NC2=O.O=C1C=CC(=O)C=C1.O=C1C=CC(=O)C=C1",
  "relative_energy_kj_mol": 523.5,
  "elements": ["C", "C", "O", "C", "C", "C", "C", "C", "C", "C", "N", "C", "O", "N", "C", "O", "H", "H", "H", "H", "H", "H", "H", "H", "H", "H", "H", "H", "O", "C", "C", "C", "C", "O", "C", "C", "H", "H", "H", "H", "O", "C", "C", "C", "C", "O", "C", "C", "H", "H", "H", "H"],
  "coordinates": [[2.2851, -0.3140, -2.0604], [1.3837, 0.9204, -1.8286], [2.1420, 2.1043, -2.0089], [0.1110, 0.9148, -2.7288], [-0.3795, -0.5279, -2.8816], [-0.1648, -1.2389, -4.0546], [-0.5946, -2.5745, -4.1454], [-1.1995, -3.1350, -3.0513], [-1.4473, -2.4284, -1.8595], [-1.0308, -1.1029, -1.7576], [-1.2386, -0.4127, -0.5614], [-2.1545, -3.3344, -0.8891], [-2.8681, -3.0555, 0.0273], [-1.7985, -4.6789, -1.3509], [-1.7491, -4.5327, -2.8078], [-2.0757, -5.3501, -3.6035], [1.9123, -1.2116, -1.5605], [3.2720, -0.1128, -1.6261], [2.3577, -0.4742, -3.1422], [1.0613, 0.8703, -0.7790], [3.0242, 1.8553, -2.3039], [0.3063, 1.3713, -3.7028], [-0.7036, 1.4790, -2.2596], [0.3403, -0.7461, -4.8796], [-0.4644, -3.1655, -5.0475], [-1.4017, 0.5783, -0.6919], [-2.0321, -0.7743, -0.0428], [-0.7943, -4.6490, -1.1360], [0.2796, -2.5437, 2.7106], [-0.5701, -2.8262, 3.5302], [-0.2317, -2.9822, 4.9667], [-1.1631, -3.2946, 5.8638], [-2.5793, -3.4986, 5.4664], [-3.4267, -3.7813, 6.2864], [-2.9156, -3.3423, 4.0302], [-1.9841, -3.0295, 3.1326], [0.8055, -2.8292, 5.2369], [-0.9375, -3.4138, 6.9160], [-3.9523, -3.4956, 3.7587], [-2.2089, -2.9103, 2.0801], [1.9811, 3.5758, -0.4004], [1.9431, 4.6716, 0.1197], [1.4290, 4.8608, 1.5007], [1.3876, 6.0653, 2.0650], [1.8545, 7.2722, 1.3392], [1.8185, 8.3696, 1.8541], [2.3678, 7.0848, -0.0403], [2.4095, 5.8803, -0.6044], [1.0936, 3.9687, 2.0147], [1.0163, 6.2229, 3.0697], [2.7029, 7.9772, -0.5536], [2.7810, 5.7239, -1.6093]],
  "atomic_forces_ev_per_a": [[-0.3, 0.5, 0.0], [0.4, -0.5, 0.2], [-0.2, -1.3, -1.6], [0.0, -0.9, 0.2], [0.0, 1.0, 0.3], [-0.5, -0.5, 0.6], [0.1, 0.0, -0.5], [-0.7, -0.4, 0.9], [0.2, 0.4, -0.6], [-0.5, -0.3, 0.0], [-0.5, 0.3, -0.3], [1.0, 0.6, -1.2], [0.1, -0.1, 0.2], [-0.6, -0.3, 0.4], [0.8, 1.1, -0.4], [0.0, -0.3, 0.1], [-0.1, 0.1, -0.3], [-0.1, 0.0, -0.2], [0.3, -0.2, 0.2], [0.0, 0.3, -0.1], [-0.1, 0.0, -0.1], [0.2, -0.1, 0.1], [0.3, 0.3, -0.1], [-0.1, -0.1, 0.0], [0.0, 0.1, 0.1], [0.3, 0.0, 0.0], [0.2, -0.3, 0.0], [-0.1, -0.7, 0.3], [0.0, 0.0, 0.0], [0.0, 0.0, 0.0], [0.0, 0.0, 0.1], [0.1, 0.0, 0.0], [-0.1, 0.0, 0.0], [0.0, 0.0, 0.0], [0.0, 0.0, 0.0], [0.0, 0.0, 0.0], [0.0, 0.0, 0.0], [0.0, 0.0, 0.0], [0.0, 0.0, 0.0], [0.0, 0.0, 0.1], [-0.1, 1.6, 1.5], [-0.1, -0.2, 0.1], [0.0, 0.1, 0.0], [0.0, -0.1, 0.0], [0.0, 0.1, 0.0], [0.0, 0.0, 0.0], [0.0, -0.1, -0.1], [0.0, 0.1, 0.0], [0.0, 0.0, 0.0], [0.0, 0.0, 0.0], [0.0, 0.0, 0.0], [0.0, 0.0, 0.0]],
  "nbo_charge": [-0.642, 0.104, -0.696, -0.441, -0.056, -0.161, -0.216, -0.126, -0.245, 0.286, -0.806, 0.713, -0.534, -0.707, 0.693, -0.479, 0.225, 0.213, 0.202, 0.174, 0.466, 0.228, 0.201, 0.222, 0.235, 0.376, 0.396, 0.386, -0.499, 0.489, -0.237, -0.227, 0.474, -0.488, -0.220, -0.245, 0.231, 0.232, 0.234, 0.251, -0.465, 0.466, -0.218, -0.238, 0.474, -0.490, -0.225, -0.231, 0.229, 0.232, 0.231, 0.232]
}


# 5
{
  "formula": "C2H2F2O2Yb",
  "method": "ωB97M-V with the def2-TZVPD basis set",
  "lumo_ev": -10.39,
  "total_charge": 2,
  "elements": ["F", "H", "O", "O", "C", "C", "F", "H", "Yb"],
  "coordinates": [[0.9906, 1.1558, -0.3091], [-0.8818, -1.8202, 0.5916], [-1.2815, -0.0451, -0.3669], [0.0089, 1.2249, -1.4050], [-0.5631, -0.7953, 0.3564], [0.8718, -0.5070, 0.3749], [1.4428, -0.4828, 1.5391], [1.4306, -0.8990, -0.4821], [-2.0182, 2.1688, -0.2989]],
  "atomic_forces_ev_per_a": [[-0.2, -1.4, 1.7], [0.1, 0.0, 0.4], [-0.6, -3.8, 5.4], [1.0, 2.7, -2.1], [-3.3, 1.4, -4.1], [2.2, 1.2, 0.9], [-0.4, 0.3, -1.4], [0.2, -0.2, 0.2], [1.0, -0.4, -0.9]],
  "nbo_charge": [-0.138, 0.250, -0.579, -0.466, 0.371, 0.552, -0.183, 0.272, 1.922]
}


# 6
{
  "formula": "C32H32N9NaO4S",
  "method": "ωB97M-V with the def2-TZVPD basis set",
  "lumo_ev": [3.79, 3.80],
  "relative_energy_kj_mol": 319.4,
  "total_charge": -2,
  "elements": ["Na", "C", "C", "N", "N", "C", "O", "C", "C", "C", "C", "C", "C", "C", "C", "C", "C", "C", "N", "H", "H", "H", "H", "H", "H", "H", "H", "H", "H", "H", "H", "N", "C", "C", "N", "H", "H", "H", "H", "H", "H", "H", "H", "C", "O", "C", "C", "C", "C", "C", "C", "N", "N", "C", "C", "C", "C", "O", "C", "N", "C", "C", "C", "C", "H", "H", "H", "H", "H", "H", "H", "H", "H", "H", "H", "H", "O", "S", "N"],
  "coordinates": [[0.1304, -0.0973, -0.0039], [1.5331, -3.6899, -2.6740], [1.4746, -2.3082, -2.0753], [1.0369, -2.0709, -0.8354], [0.6155, -3.1425, -0.1298], [0.2665, -2.9072, 1.0880], [0.4379, -1.6664, 1.6623], [-0.1581, -4.0320, 1.9363], [-0.7453, -5.1613, 1.3661], [-1.0961, -6.2503, 2.1505], [-0.8674, -6.2298, 3.5206], [-0.2866, -5.1058, 4.0965], [0.0604, -4.0134, 3.3168], [1.8946, -1.1864, -2.8405], [2.3269, -1.3251, -4.1943], [2.7079, -0.2235, -4.9157], [2.6650, 1.0444, -4.3176], [2.2234, 1.1046, -2.9982], [1.8503, 0.0666, -2.2676], [1.2798, -4.4240, -1.9139], [0.8284, -3.7993, -3.5064], [2.5295, -3.9178, -3.0650], [-0.9220, -5.1614, 0.2984], [-1.5594, -7.1163, 1.6918], [-1.1414, -7.0798, 4.1349], [-0.1088, -5.0755, 5.1653], [0.4887, -3.1303, 3.7680], [2.3453, -2.3035, -4.6562], [3.0314, -0.3395, -5.9451], [2.9479, 1.9464, -4.8435], [2.1595, 2.0743, -2.5077], [-1.2756, 0.8584, -1.8749], [-1.4885, 2.2158, -2.3622], [-1.1885, 3.2413, -1.2792], [0.2536, 3.3276, -1.0497], [-1.1601, 0.1856, -2.6199], [-2.0038, 0.5421, -1.2425], [-2.5079, 2.3857, -2.7381], [-0.8000, 2.3900, -3.1937], [-1.7526, 2.9700, -0.3764], [-1.5534, 4.2178, -1.6166], [0.4510, 3.7916, -0.1677], [0.6166, 2.3840, -0.9425], [1.0452, 6.7063, -2.0668], [2.0210, 7.2716, -1.2145], [1.9530, 6.8940, 0.1127], [3.0980, 7.0831, 0.8830], [3.1161, 6.7203, 2.2142], [2.0001, 6.1356, 2.8511], [0.8380, 6.0035, 2.0612], [0.8214, 6.3699, 0.7184], [2.1286, 5.8072, 4.1883], [1.2804, 4.9480, 4.7494], [0.7500, 3.9048, 4.0191], [-0.5572, 3.5036, 4.2571], [-1.2028, 2.5573, 3.4473], [-0.5571, 1.9344, 2.4097], [-1.2049, 1.1396, 1.5046], [0.8303, 2.1855, 2.2263], [1.4774, 1.4869, 1.2484], [2.7655, 1.6696, 1.0962], [3.5200, 2.5518, 1.8887], [2.8781, 3.2916, 2.8442], [1.4898, 3.1456, 3.0349], [1.3526, 6.9442, -3.0844], [0.0556, 7.1446, -1.8921], [0.9867, 5.6207, -1.9462], [3.9785, 7.5017, 0.4081], [4.0137, 6.8558, 2.8074], [-0.0635, 5.5972, 2.4951], [-0.0935, 6.2355, 0.1526], [-1.1151, 4.0256, 5.0254], [-2.2537, 2.3411, 3.6059], [3.2363, 1.0930, 0.3032], [4.5852, 2.6454, 1.7210], [3.4096, 3.9948, 3.4719], [-2.1247, -0.8612, 0.5875], [-1.7988, -0.5011, 1.9926], [-0.6160, -1.3133, 2.6156]],
  "atomic_forces_ev_per_a": [[0.5, 0.3, -0.6], [0.0, 0.0, 0.0], [0.0, 0.0, 0.1], [-0.1, -0.1, 0.0], [0.1, 0.0, -0.2], [-0.1, -0.2, 0.3], [-0.2, -0.1, -0.1], [0.1, 0.2, 0.0], [0.0, -0.1, 0.0], [0.0, 0.1, 0.0], [0.0, 0.0, 0.0], [0.0, 0.0, 0.0], [0.0, -0.1, 0.1], [-0.1, 0.1, -0.1], [0.0, 0.0, 0.0], [0.0, 0.0, 0.0], [0.0, 0.0, 0.0], [0.0, 0.0, 0.0], [0.1, 0.0, 0.0], [0.0, 0.0, 0.0], [0.0, 0.0, 0.0], [0.0, 0.0, 0.0], [0.0, 0.0, 0.0], [0.0, 0.0, 0.0], [0.0, 0.0, 0.0], [0.0, 0.0, 0.0], [0.0, 0.0, 0.0], [0.0, 0.0, 0.0], [0.0, 0.0, 0.0], [0.0, 0.0, 0.0], [0.0, 0.0, 0.0], [0.0, 0.1, 0.2], [0.0, 0.0, 0.0], [0.0, 0.0, 0.0], [0.0, 0.0, 0.0], [0.0, 0.0, 0.0], [-0.1, 0.0, 0.0], [0.0, 0.0, 0.0], [0.0, 0.0, 0.0], [0.0, 0.0, 0.0], [0.0, 0.0, 0.0], [0.0, 0.0, 0.0], [0.0, 0.0, 0.0], [0.0, 0.0, 0.0], [0.0, 0.0, 0.0], [0.0, 0.0, 0.0], [0.0, 0.0, 0.0], [0.0, 0.0, 0.0], [-0.1, 0.0, -0.1], [0.1, 0.0, -0.1], [-0.1, 0.0, 0.1], [0.1, 0.1, 0.0], [-0.1, -0.1, 0.0], [0.1, 0.1, 0.0], [-0.1, -0.1, 0.0], [0.0, 0.0, 0.1], [0.0, 0.0, -0.1], [0.0, -0.1, 0.1], [0.0, 0.0, 0.0], [0.1, 0.0, 0.1], [-0.1, 0.0, 0.0], [0.1, 0.0, 0.0], [0.0, 0.0, 0.0], [0.0, 0.0, -0.1], [0.0, 0.0, 0.0], [0.0, 0.0, 0.0], [0.0, 0.0, 0.0], [0.0, 0.0, 0.0], [0.0, 0.0, 0.0], [0.0, 0.0, 0.0], [0.0, 0.0, 0.0], [0.0, 0.0, 0.0], [0.0, 0.0, 0.0], [0.0, 0.0, 0.0], [0.0, 0.0, 0.0], [0.0, 0.0, 0.0], [0.1, -0.1, 0.1], [-0.3, 0.1, 0.1], [0.1, 0.0, 0.2]],
  "mulliken_charge": [1.084, -1.462, 0.421, 0.512, -0.935, 0.010, -0.153, 0.438, -0.453, -0.589, -0.352, -0.594, -0.300, 0.412, -1.159, -0.279, -1.167, -0.118, 0.393, 0.416, 0.253, 0.324, 0.365, 0.341, 0.352, 0.354, 0.420, 0.268, 0.372, 0.399, 0.411, -0.233, -1.089, -0.095, 0.140, 0.136, 0.184, 0.433, 0.352, 0.093, 0.446, -0.316, -0.052, -0.502, -0.508, 0.681, -0.571, -0.198, -0.437, -0.205, 0.032, -0.825, -0.819, -0.139, -0.500, -0.458, 0.556, -0.304, 0.150, 0.539, -0.458, -1.279, -0.821, 0.548, 0.289, 0.277, 0.082, 0.366, 0.385, 0.399, 0.223, 0.331, 0.411, 0.562, 0.392, 0.577, -0.561, 0.107, -0.304]
}


Question: What is the formula in the first record?
Answer: CH2Cl2S